(1)
42
Properties=species:S:1:pos:R:3:forces:R:3 method="wB97M-V/def2-TZVPD" e_tot_ha=-3012.79874 spin_multiplicity=5 total_charge=+2 s2=6.31 relative_energy_kj_mol=95.59 homo_lumo_gap_ev="6.78 / 4.66"
I 0.190 -1.886 -2.730 0.05 -0.13 -1.55
I -2.904 -0.275 1.175 -1.53 0.20 1.22
Mn -0.904 -0.378 -0.127 1.99 1.76 1.60
P -0.156 -2.337 0.814 0.37 0.72 0.88
C -1.380 -3.568 0.491 -0.42 -1.10 0.53
C 1.380 -2.900 0.121 0.59 -1.16 -0.42
H 1.746 -3.715 0.767 0.07 0.28 -0.18
H 0.632 -3.074 2.917 -0.21 0.41 0.01
H 2.123 -2.108 0.025 -0.06 -0.11 0.25
H 0.670 -1.258 2.843 -0.42 -0.89 -0.34
H -1.438 -3.804 -0.573 -0.14 0.01 0.09
H 1.200 -3.315 -0.889 0.23 -0.02 0.98
C 0.082 -2.175 2.582 0.61 0.14 0.74
H -1.036 -4.467 1.035 -0.17 0.07 -0.30
H -0.874 -2.126 3.107 0.03 -0.03 -0.11
H -2.358 -3.286 0.908 0.35 -0.06 -0.31
P -1.254 1.744 -1.179 -0.12 0.06 1.00
C -2.794 1.733 -2.060 -0.60 0.04 -0.11
C -1.335 3.081 0.013 0.53 0.66 0.63
H 1.015 1.967 -1.986 -0.10 0.17 0.05
H -0.137 3.186 -2.630 0.14 -0.20 -0.06
H -0.139 1.515 -3.269 0.09 0.33 0.40
C 0.007 2.130 -2.360 0.30 0.01 -1.08
H -0.491 3.051 0.748 -0.66 0.05 -0.79
H -1.294 4.028 -0.560 -0.01 -0.37 0.32
H -2.944 2.741 -2.427 -0.09 0.34 -0.20
H -3.626 1.487 -1.382 0.31 -0.05 -0.36
H -2.273 3.054 0.578 0.10 -0.09 -0.16
H -2.745 1.050 -2.910 -0.21 0.18 0.16
C -1.422 -1.084 -1.752 -4.82 0.27 -1.98
O -2.623 -1.032 -1.952 3.74 -1.05 -0.21
C 3.346 1.556 1.319 0.12 0.01 -0.05
C 3.205 0.913 0.087 -1.49 -0.44 -0.20
C 1.955 0.376 -0.313 1.93 0.08 -0.80
C 0.810 0.452 0.480 -0.09 -0.64 -0.98
C 0.936 1.089 1.711 1.77 1.03 1.07
C 2.207 1.635 2.115 -1.79 -0.03 0.86
H 4.326 1.988 1.652 -1.14 -0.51 -0.38
H 4.052 0.834 -0.547 0.56 -0.15 -0.62
H 1.871 -0.134 -1.298 0.39 0.52 0.81
H 0.074 1.170 2.358 0.07 0.13 0.27
H 2.296 2.143 3.096 -0.28 -0.42 -0.68


(2)
19
Properties=species:S:1:pos:R:3:forces:R:3 method="wB97M-V/def2-TZVPD" e_tot_ha=-348.07776 smiles=CO[C@@H](C)CCO relative_energy_kj_mol=333.58 homo_lumo_gap_ev=9.61
C 1.445 -0.389 1.521 0.32 -0.06 0.20
O 0.174 -0.233 0.950 0.13 -0.17 0.06
C 0.174 -0.148 -0.475 0.23 -0.20 -0.05
C 0.798 -1.357 -1.145 0.12 -0.16 0.00
C -1.258 0.060 -0.816 0.50 -0.04 0.90
C -1.739 1.501 0.171 1.15 -3.06 -1.37
O -0.709 2.360 0.510 -0.01 -0.29 -0.32
H 1.863 -1.384 1.327 0.00 0.13 0.06
H 1.322 -0.265 2.599 0.10 -0.02 -0.10
H 2.148 0.372 1.146 -0.05 -0.10 0.06
H 0.720 0.771 -0.763 0.04 -0.23 0.05
H 0.284 -2.266 -0.818 0.08 0.05 -0.04
H 1.863 -1.447 -0.914 -0.09 -0.05 -0.08
H 0.697 -1.278 -2.233 0.02 0.03 0.17
H -1.920 -0.747 -0.486 0.27 0.01 0.18
H -1.375 0.096 -1.935 -0.04 0.71 0.98
H -2.120 1.478 -0.820 -2.15 2.97 -0.05
H -2.189 1.033 1.041 -0.61 0.21 -0.49
H -0.178 1.841 1.138 0.01 0.27 -0.18


(3)
12
Properties=species:S:1:pos:R:3:forces:R:3 method="wB97M-V/def2-TZVPD" e_tot_ha=-720.53953 relative_energy_kj_mol=543.39 homo_lumo_gap_ev=10.43
C -1.119 -0.149 -0.562 -1.42 1.38 2.48
C -0.609 -0.430 0.929 -2.98 0.12 0.95
C 0.042 0.808 -0.620 1.97 4.11 -1.21
N 0.484 0.523 0.884 -0.12 0.31 -0.79
O 2.818 0.675 0.022 0.05 0.94 -0.67
O 1.762 -1.442 -0.491 -1.21 0.77 0.13
S 1.603 -0.029 -0.213 0.17 -0.14 0.12
H -1.270 -0.928 -1.284 0.47 -0.47 -0.27
H -2.090 0.400 -0.468 0.86 -0.22 -0.36
H -1.298 -0.276 1.859 0.87 0.19 -2.05
H -0.276 -1.399 1.031 0.91 -2.26 0.29
H -0.047 2.248 -1.086 0.43 -4.73 1.40


(4)
16
Properties=species:S:1:pos:R:3:forces:R:3 method="wB97M-V/def2-TZVPD" e_tot_ha=-988.04683 smiles=CNCN.SS relative_energy_kj_mol=73.73 homo_lumo_gap_ev=9.23
C -1.073 0.843 0.174 -0.47 2.48 -0.15
N -1.057 -0.569 0.421 0.91 -0.56 0.98
C -0.233 -1.323 -0.531 -0.79 0.29 -0.98
N -0.940 -1.530 -1.798 0.37 -0.37 0.39
H -1.570 1.422 1.008 0.56 -0.88 -0.55
H -0.047 1.350 0.041 -1.21 -0.82 -0.07
H -1.748 1.111 -0.692 0.97 -0.46 0.56
H -0.650 -0.736 1.349 -0.40 0.12 -0.34
H -0.018 -2.300 -0.098 0.12 0.08 0.04
H 0.704 -0.791 -0.786 -0.18 -0.23 0.25
H -1.812 -2.050 -1.643 0.45 0.71 -0.18
H -1.084 -0.634 -2.254 -0.35 -0.36 0.04
S 3.078 1.074 0.443 0.41 -0.56 0.16
S 2.162 1.512 2.247 -0.22 -0.45 0.13
H 2.895 2.235 -0.165 -0.36 0.43 -0.14
H 1.391 0.386 2.282 0.19 0.58 -0.13